(1)
{
  "formula": "C14H30F6Na3O12S2",
  "method": "ωB97M-V/def2-TZVPD",
  "symbols": ["Na", "Na", "Na", "C", "F", "F", "F", "S", "O", "O", "O", "C", "F", "F", "F", "S", "O", "O", "O", "C", "O", "C", "C", "O", "C", "H", "H", "H", "H", "H", "H", "H", "H", "H", "H", "C", "O", "C", "C", "O", "C", "H", "H", "H", "H", "H", "H", "H", "H", "H", "H", "C", "O", "C", "C", "O", "C", "H", "H", "H", "H", "H", "H", "H", "H", "H", "H"],
  "coordinates": [[-2.55832, 0.87287, 1.58054], [-2.14328, 3.23492, -3.79893], [0.34476, 0.11498, -2.91407], [0.51745, 4.07495, -0.21541], [1.59940, 3.34172, 0.08447], [0.10710, 4.70261, 0.88747], [0.85808, 4.98119, -1.13585], [-0.81891, 2.98093, -0.85954], [-1.60929, 3.86226, -1.70982], [-0.05645, 1.97666, -1.58156], [-1.56950, 2.52694, 0.27651], [-4.17080, -1.17691, -2.27378], [-5.22257, -0.35915, -2.16355], [-4.22805, -2.07452, -1.30665], [-4.21239, -1.77832, -3.44343], [-2.65801, -0.18007, -2.09916], [-1.56154, -1.04115, -2.51520], [-2.84618, 0.98982, -2.93750], [-2.60588, 0.10599, -0.68891], [-4.57647, 3.24718, 1.00889], [-4.55646, 2.06447, 1.80228], [-5.48996, 1.09531, 1.30614], [-5.42201, -0.19518, 2.09717], [-4.10816, -0.74894, 2.07453], [-3.95465, -1.81699, 2.99352], [-4.27901, 3.03723, -0.02049], [-3.85683, 3.93923, 1.44168], [-5.56413, 3.71629, 1.05042], [-5.39193, 0.92003, 0.23265], [-6.48388, 1.50263, 1.54278], [-6.08226, -0.90833, 1.59147], [-5.74181, -0.03391, 3.12974], [-4.02316, -1.46661, 4.03320], [-2.96784, -2.24726, 2.84469], [-4.72865, -2.57691, 2.85436], [0.48472, -2.52815, -4.80577], [1.32919, -1.63465, -4.10484], [2.33259, -2.30746, -3.37927], [3.33052, -1.30145, -2.84625], [2.63555, -0.40678, -2.02400], [3.46108, 0.47361, -1.28741], [1.02382, -3.02856, -5.61695], [-0.35170, -1.96448, -5.20965], [0.09008, -3.30648, -4.14185], [2.87121, -3.03788, -3.99578], [1.87391, -2.84211, -2.53693], [3.79573, -0.75714, -3.67888], [4.09795, -1.86432, -2.30195], [4.05370, 1.09444, -1.96556], [4.15585, -0.07411, -0.63463], [2.84411, 1.05841, -0.61162], [5.41563, -2.60053, 1.95667], [5.68346, -1.30649, 2.44656], [5.15406, -1.06419, 3.73992], [3.65061, -0.90577, 3.76850], [3.21644, 0.43919, 3.60723], [3.72893, 1.05656, 2.45256], [4.52980, -2.60829, 1.30479], [5.25408, -3.31250, 2.76992], [6.26770, -2.91234, 1.35280], [5.60119, -0.12166, 4.07163], [5.52940, -1.82542, 4.43290], [3.24500, -1.25243, 4.71768], [3.20159, -1.51741, 2.96860], [3.09160, 1.90413, 2.19881], [3.70822, 0.36113, 1.60321], [4.75559, 1.40915, 2.58085]],
  "forces_ev_per_angstrom": [[0.1073, 0.0849, -0.5283], [-0.2128, -0.3749, 0.5581], [0.3120, -0.1272, 0.4084], [0.0911, 0.1426, 0.2869], [-0.2047, 0.2078, 0.0105], [0.1265, -0.0305, -0.2458], [-0.0077, -0.2206, 0.1922], [-0.2802, 0.2393, -0.2531], [0.1502, -0.0058, -0.5168], [-0.0714, -0.1976, -0.3663], [0.3515, -0.1920, 0.6939], [-0.0201, 0.4687, 0.0435], [-0.2402, -0.0113, 0.0268], [-0.0526, -0.3368, 0.1891], [-0.0981, -0.2844, -0.4904], [1.1389, 0.0484, 0.7902], [-0.1729, -0.0048, -0.5198], [-0.0688, 0.4124, -0.6522], [-0.4765, 0.1152, 0.4748], [0.0168, 0.2739, 0.2571], [0.2288, -0.6681, -0.4622], [-0.4964, 0.3957, 0.9880], [0.3515, -0.1347, -0.4055], [0.1179, 0.3323, 0.1326], [-0.1215, -0.0184, 0.3652], [-0.0975, -0.0259, -0.0365], [0.0255, -0.0638, -0.0102], [-0.0162, -0.1013, -0.1209], [0.2201, 0.1122, -0.0170], [-0.0828, -0.1405, -0.5195], [-0.2430, 0.0467, 0.2580], [-0.0052, -0.0077, 0.0169], [-0.0217, 0.0681, -0.1539], [-0.0340, -0.0841, -0.1146], [0.1034, -0.0363, -0.1491], [-0.1952, -0.4822, -0.0795], [-0.0623, 0.2582, -0.2089], [0.4260, -0.0752, 0.3982], [-0.1020, -0.4077, -0.5236], [-0.6686, 0.2475, 0.4268], [0.5670, -0.2011, 0.3166], [0.0296, 0.1458, 0.0065], [0.0193, 0.0390, -0.0269], [-0.0057, 0.1557, 0.0395], [-0.1483, 0.0797, -0.1163], [0.0265, -0.0327, -0.0497], [0.1070, -0.0802, 0.0531], [0.0522, 0.2001, 0.0969], [-0.1020, 0.1858, 0.1073], [-0.0207, -0.1351, -0.2659], [-0.1984, 0.2111, -0.3262], [-0.1253, 0.0328, -0.2974], [0.0426, 0.0859, 0.0924], [0.6135, 0.3541, 0.0353], [-0.3448, 0.0439, -0.2288], [-0.0333, -0.1861, 0.3001], [-0.1178, -0.0656, -0.4760], [0.0146, -0.0269, 0.1444], [0.0810, -0.0786, -0.0216], [0.0230, -0.0536, 0.0784], [-0.0341, -0.0741, -0.0177], [-0.2927, -0.1727, -0.0216], [-0.0250, 0.1221, 0.0520], [0.0674, -0.0156, 0.1081], [0.0051, 0.0465, 0.2008], [0.0715, 0.0381, 0.0702], [0.0123, -0.0403, 0.0035]],
  "lumo_ev": -3.165,
  "energy_ev": -90797.395,
  "homo_energy_ev": -11.236,
  "total_charge": 1
}



(2)
{
  "formula": "C3H10N4O",
  "method": "ωB97M-V/def2-TZVPD",
  "symbols": ["C", "N", "C", "N", "H", "H", "H", "H", "H", "H", "N", "C", "N", "O", "H", "H", "H", "H"],
  "coordinates": [[0.21477, 2.45773, 2.84430], [-0.38153, 2.29147, 1.52192], [-0.69218, 1.10539, 1.12729], [-0.45781, -0.12964, 1.75117], [-0.54452, 3.03503, 3.37858], [1.12272, 3.07990, 2.79763], [0.43001, 1.54659, 3.41212], [-1.27108, 0.92163, 0.22295], [-1.24567, -0.76804, 1.61954], [0.38725, -0.57069, 1.40742], [0.75470, -1.90242, -0.73054], [0.34455, -1.41605, -1.97827], [-0.42132, -0.26032, -1.87139], [0.60738, -1.98371, -3.03979], [0.11327, -1.92866, 0.04619], [1.16163, -2.81188, -0.92209], [0.06814, 0.53211, -1.50201], [-0.74184, -0.04241, -2.80004]],
  "forces_ev_per_angstrom": [[-0.0317, 0.3201, 0.0244], [-0.2029, -2.2102, -0.5585], [-0.2946, 1.5502, -0.0746], [0.2020, -0.7830, 1.0748], [0.2397, 0.0493, 0.2528], [-0.3446, -0.2274, -0.1443], [-0.0675, 0.0044, -0.2731], [-0.0475, 1.0402, -0.2385], [0.4035, 0.3076, -0.0903], [0.0886, 0.1315, 0.2847], [0.6473, -0.7726, -1.1305], [0.0899, -0.8118, -0.2929], [-0.2109, -0.2555, -0.8237], [-0.3966, 0.8290, 1.6606], [-0.2623, 0.2662, -0.3703], [0.1502, 0.0734, 0.4403], [0.2144, 0.2311, 0.5084], [-0.1768, 0.2575, -0.2493]],
  "lumo_ev": 0.595,
  "energy_ev": -11280.881,
  "homo_energy_ev": -9.665,
  "smiles": "C/N=C\\N.NC(N)=O",
  "total_charge": 0
}



(3)
{
  "formula": "C30H23F6N3",
  "method": "ωB97M-V/def2-TZVPD",
  "symbols": ["N", "C", "C", "C", "C", "C", "C", "N", "C", "C", "F", "F", "F", "C", "C", "C", "C", "C", "C", "C", "C", "C", "C", "C", "C", "N", "C", "C", "F", "F", "F", "C", "C", "C", "C", "C", "C", "C", "C", "H", "H", "H", "H", "H", "H", "H", "H", "H", "H", "H", "H", "H", "H", "H", "H", "H", "H", "H", "H", "H", "H", "H"],
  "coordinates": [[-4.42410, 2.64484, -0.18917], [-3.41514, 2.08030, -0.55483], [-2.14070, 1.38018, -0.40054], [-0.75836, 1.88764, -0.16182], [-0.64999, 3.24006, -0.25135], [0.55814, 3.88959, -0.05782], [1.72217, 3.28131, 0.36601], [2.90338, 3.94018, 0.80006], [3.51938, 3.52929, 2.07256], [2.98714, 4.44214, 3.14527], [3.44653, 4.16877, 4.39245], [1.61335, 4.36473, 3.17815], [3.29138, 5.75052, 2.84838], [3.71428, 4.59943, -0.13810], [4.80130, 3.89033, -0.64592], [5.63235, 4.48994, -1.57503], [5.41498, 5.82560, -1.94653], [4.32721, 6.53969, -1.41787], [3.45744, 5.92164, -0.52475], [1.59814, 1.89317, 0.43326], [0.44712, 1.19798, 0.05943], [-2.30207, -0.03999, -0.04921], [-3.44338, -0.63307, -0.51097], [-3.62392, -2.02134, -0.46884], [-2.70948, -2.94108, 0.04192], [-2.89599, -4.34298, 0.02106], [-4.25895, -4.83275, 0.23354], [-4.36276, -5.10602, 1.70087], [-5.56042, -5.58354, 2.11081], [-3.39760, -6.01239, 2.07847], [-4.10695, -3.95282, 2.39953], [-1.98703, -5.24493, -0.60123], [-0.71733, -5.47476, -0.04578], [0.13970, -6.37310, -0.66089], [-0.27235, -7.07851, -1.80334], [-1.56670, -6.90020, -2.31606], [-2.43171, -6.01145, -1.69689], [-1.54411, -2.30319, 0.48491], [-1.37334, -0.90605, 0.56362], [-2.35940, 1.72826, -1.56892], [-1.49623, 3.84685, -0.44681], [0.68022, 4.93238, -0.11754], [4.59566, 3.64891, 1.97565], [3.19123, 2.51607, 2.28194], [4.93047, 2.86100, -0.31854], [6.46492, 3.92079, -1.98354], [6.11438, 6.30629, -2.63987], [4.18080, 7.58779, -1.68822], [2.59249, 6.43910, -0.11447], [2.55865, 1.43462, 0.68261], [0.70281, 0.16262, -0.10466], [-4.25008, -0.05933, -0.89843], [-4.49546, -2.44533, -0.86583], [-5.01775, -4.10251, -0.02306], [-4.42682, -5.75779, -0.28321], [-0.44279, -4.94678, 0.86928], [1.12595, -6.52213, -0.22426], [0.41677, -7.78405, -2.27074], [-1.89637, -7.46446, -3.19366], [-3.44139, -5.85065, -2.08632], [-0.80545, -2.99404, 0.87591], [-0.55419, -0.65674, 1.22931]],
  "forces_ev_per_angstrom": [[4.0556, -2.3726, -2.9518], [-3.9137, 3.7067, 6.6391], [-0.1513, -0.0957, -2.8674], [-0.2177, 0.8878, 0.1989], [1.6225, 1.3224, 0.3600], [0.7361, 0.7434, 0.3505], [-1.1453, -1.4901, 0.5346], [-0.7260, -0.2366, 0.7221], [-0.8085, 0.2840, -1.2576], [-0.9315, 1.1300, 0.2770], [-0.2443, 0.1887, -0.9228], [1.2610, 0.0716, 0.2497], [-0.1718, -1.1556, 0.5707], [0.3426, 0.4857, -0.4160], [-0.3098, 0.3329, -0.2468], [0.2198, 0.4268, -0.0536], [-0.0423, -0.0874, 0.1078], [0.4080, -0.1636, -0.2491], [0.2598, -0.4657, -0.0257], [0.9630, 0.5770, -0.4318], [1.1334, -0.0100, 0.1982], [0.0143, -1.1099, -0.3615], [-0.4264, -2.4594, 0.1619], [0.1086, -0.0316, 0.3699], [0.9569, 1.8341, -0.8645], [-0.7916, 0.2362, -0.2798], [0.6580, 0.4860, 0.2804], [0.7399, -0.0085, 1.5610], [0.6674, 0.2798, -0.3566], [-1.0340, 0.6550, -0.1517], [-0.4154, -1.0081, -0.2900], [0.0258, -0.5720, 0.1257], [-0.6224, 0.3514, -0.2929], [-0.0892, -0.2162, -0.4037], [0.0041, 0.1245, 0.2328], [0.4760, -0.2581, 0.1944], [0.3156, 0.6527, 0.1187], [-0.2643, -0.5460, 0.7998], [-0.2340, -1.4561, 0.0933], [1.9438, -2.3612, -0.1628], [-0.7765, 0.4347, -0.1901], [-0.6409, 1.4142, -0.2789], [0.0495, -0.2540, 0.3201], [0.4142, -0.1337, 0.4266], [0.1298, 0.1379, -0.1484], [-0.1090, 0.2254, -0.0101], [-0.3807, -0.1581, 0.2692], [0.0062, -0.3639, 0.0170], [0.2602, -0.0610, -0.0080], [-0.5826, -0.8176, -0.2208], [-0.9451, -0.1702, 0.1338], [-0.4073, 0.4044, -0.4663], [-1.4072, -0.0784, -0.6224], [-0.1337, -0.0561, -0.1180], [-0.1678, -0.3134, -0.2787], [-0.0040, -0.3020, -0.3371], [-0.1755, -0.1152, -0.2254], [-0.2515, 0.2137, 0.0913], [0.1463, 0.2001, 0.3466], [0.4230, -0.0745, 0.0454], [0.2783, 0.6210, 0.3116], [-0.0986, 0.5744, -0.6176]],
  "lumo_ev": 0.295,
  "energy_ev": -52254.854,
  "homo_energy_ev": -8.142,
  "smiles": "N#CC(c1ccc(N(CC(F)(F)F)c2ccccc2)cc1)c1ccc(N(CC(F)(F)F)c2ccccc2)cc1",
  "total_charge": 0
}



(4)
{
  "formula": "C4H6N2O",
  "method": "ωB97M-V/def2-TZVPD",
  "symbols": ["C", "C", "N", "O", "C", "N", "C", "H", "H", "H", "H", "H", "H"],
  "coordinates": [[1.01017, -1.74088, -1.18657], [-0.02551, -0.68339, -0.86763], [-1.04309, -0.44393, -1.56206], [-1.81605, 1.47253, -0.19612], [-0.90380, 1.16492, 0.56695], [-0.59713, 1.94336, 1.67050], [-0.06464, -0.00502, 0.39521], [0.75331, -2.27778, -2.10183], [1.97941, -1.24788, -1.30558], [1.07854, -2.44998, -0.35627], [0.35396, 1.95342, 2.00674], [-1.06068, 2.84052, 1.67371], [0.33550, -0.52588, 1.26295]],
  "forces_ev_per_angstrom": [[0.0189, 0.1949, -0.0130], [-0.4850, -0.2764, -0.0734], [0.1150, -0.6303, -1.0977], [0.6470, -0.1158, 0.8328], [-0.7285, 1.1264, -0.2209], [0.0057, -0.0055, -0.0974], [0.4667, -0.4638, 0.6505], [0.0195, 0.1381, 0.1367], [-0.0518, -0.1547, -0.0086], [0.0089, 0.0894, -0.1018], [-0.1142, -0.1009, 0.0124], [0.0127, -0.0824, 0.0107], [0.0852, 0.2811, -0.0304]],
  "lumo_ev": [-1.487, 0.065],
  "energy_ev": -9269.929,
  "homo_energy_ev": [-8.905, -9.002],
  "total_charge": 0
}



For reference, M by record: 637.47 118.14 539.52 98.10 g/mol.